C22H35N6O2 | ωB97M-V/def2-TZVPD

Element x y z (Å)
C 5.07825 5.23000 -0.26716
C 3.76171 5.15575 -0.30362
C 2.98439 4.47236 -1.38689
N 2.00041 3.56296 -0.81289
C 2.61177 2.45972 -0.10335
C 1.53536 1.70470 0.66604
N 0.53242 1.17489 -0.28348
C -0.47709 0.29135 0.36979
C 0.19037 -0.79637 1.18830
C -0.15209 -0.98612 2.52188
C 0.40610 -2.03342 3.22669
C 1.31616 -2.87868 2.61762
C 1.70055 -2.69267 1.29252
O 2.62302 -3.44596 0.65333
C 3.21016 -4.53956 1.32957
C 1.11201 -1.64118 0.56003
O 1.42606 -1.32276 -0.73778
C 1.71552 -2.35325 -1.67706
C -1.28029 -0.37329 -0.69913
N -1.01349 -0.30705 -1.98789
N -1.88559 -1.10101 -2.59025
N -2.65841 -1.64345 -1.75445
N -2.32163 -1.22265 -0.53404
C -3.04796 -1.63869 0.63412
C -3.92853 -0.51944 1.19628
C -4.86350 0.12526 0.16280
C -5.68535 1.21627 0.84612
C -5.78528 -0.90403 -0.48632
C -0.05548 2.30042 -1.04505
C 1.04975 3.05402 -1.77745
H 5.59684 5.75376 0.51637
H 5.69392 4.78535 -1.03197
H 3.15440 5.61228 0.46532
H 3.66612 3.95226 -2.07826
H 2.43321 5.22874 -1.95319
H 3.34393 2.86184 0.59911
H 3.13570 1.76286 -0.78443
H 1.97376 0.87995 1.22828
H 1.02850 2.38479 1.35362
H 1.01501 0.54297 -0.95055
H -1.11272 0.90844 1.01434
H -0.85520 -0.32084 2.99818
H 0.13864 -2.19369 4.25818
H 1.74621 -3.68230 3.19114
H 3.77841 -4.20931 2.20294
H 2.45835 -5.27359 1.63037
H 3.88787 -4.99228 0.60857
H 2.75631 -2.66771 -1.60719
H 1.51896 -1.91204 -2.65367
H 1.06183 -3.21340 -1.53328
H -3.66438 -2.48066 0.31711
H -2.33467 -1.97834 1.39113
H -3.29957 0.25651 1.64098
H -4.52842 -0.95179 1.99807
H -4.25833 0.59462 -0.62328
H -5.04233 1.95537 1.32013
H -6.32881 0.78239 1.60736
H -6.31241 1.72626 0.12044
H -6.31446 -1.47378 0.27389
H -6.52161 -0.39876 -1.10512
H -5.23205 -1.58846 -1.12432
H -0.77163 1.90697 -1.76633
H -0.55372 2.96826 -0.33964
H 0.60326 3.89303 -2.31337
H 1.51877 2.38393 -2.52092

Summary:
M (g mol⁻¹): 415.56
Charge: +1
Highest occupied orbital energy (eV): -11.65
Frontier orbital gap (eV): 9.564
ΔE to the lowest compared entry with this formula, charge and spin (kcal per mole): 0.0
SMILES: C=CCN1CC[NH+]([C@H](c2cccc(OC)c2OC)c2nnnn2CCC(C)C)CC1

Here are the natural (NBO) charges for atoms 1 to 5, given in e:
1. C -0.3618
2. C -0.2058
3. C -0.2584
4. N -0.4363
5. C -0.2379

***

C22H35NO2P2S2Tc | ωB97M-V/def2-TZVPD

Element x y z (Å)
P 0.56188 -2.09926 -0.20821
P 0.19853 1.82140 0.78657
C 1.23513 0.31996 -1.29774
C 1.31592 1.64571 -0.73247
H 0.76886 0.28939 -2.39160
H 2.10827 0.00391 -1.80678
H 2.41103 1.87441 -0.45028
H 1.13995 2.52817 -1.41414
C -1.14191 2.85261 0.03741
H -1.33656 3.63442 0.77538
H -2.08192 2.31954 -0.16255
H -0.79815 3.32584 -0.89637
C 1.31142 3.10502 1.26665
H 1.26880 3.89920 0.50855
H 2.32777 2.68512 1.29601
H 1.06682 3.47774 2.24899
C -0.67600 -3.30080 -0.77725
H -0.75413 -3.99946 0.06544
H -0.41829 -3.81986 -1.68987
H -1.69550 -2.85541 -0.90488
C 2.27084 -2.58444 -0.62311
H 2.92577 -1.80234 -0.18690
H 2.52851 -2.66787 -1.69654
H 2.48463 -3.53933 -0.11945
Tc -0.62405 -0.41854 -1.87035
C 0.08994 1.41324 -3.66334
C -1.16407 1.27477 -3.05047
C -2.32832 0.73789 -3.91760
C -1.98805 -0.68181 -4.31999
C -1.24488 -1.46332 -3.27141
C 0.17791 -1.58940 -3.20597
C 1.07503 -0.95455 -4.25344
C 0.71390 0.53755 -4.66555
C 0.59283 -2.46462 1.62408
H 0.82100 2.09987 -3.21482
H -1.49892 2.09292 -2.37269
H -2.48375 1.31992 -4.84855
H -3.24228 0.77008 -3.30878
H -2.90607 -1.27058 -4.47588
H -1.38172 -0.72986 -5.23678
H -1.86746 -2.10620 -2.65423
H 0.71562 -2.39511 -2.65513
H 1.07817 -1.54954 -5.18832
H 2.12761 -1.01945 -3.91331
H 1.70640 0.96949 -4.95555
H 0.09045 0.46114 -5.57192
H 1.22862 -1.71035 2.09772
H 0.93677 -3.46528 1.89614
H -0.46128 -2.39042 1.89344
O 1.92474 2.13133 3.99758
S 1.32128 0.84808 3.75789
O 2.16034 -0.27746 3.43600
N 0.07073 1.01544 2.59620
C -1.07611 0.34347 2.97045
S -2.08986 -0.12255 1.67952
C -1.08614 0.12264 4.43758
C -2.08654 -0.13229 5.43094
C -1.83714 -0.03010 6.81824
C -0.54938 0.26127 7.27846
C 0.47547 0.44047 6.34364
C 0.17596 0.38581 4.97762
H -3.10793 -0.37682 5.15197
H -2.62508 -0.17387 7.56976
H -0.34786 0.34740 8.35566
H 1.49245 0.63565 6.67440

Summary:
M (g mol⁻¹): 569.61
Charge: +2
Highest occupied orbital energy (alpha / beta) (eV): -12.48 / -14.07
2S+1: 4
Frontier orbital gap (alpha / beta) (eV): 4.914 / 5.928
ΔE to the lowest compared entry with this formula, charge and spin (kcal per mole): 137.1

Here are the natural (NBO) charges for atoms 1 to 5, given in e:
1. P 1.1549
2. P 1.3622
3. C -0.3979
4. C -0.8381
5. H 0.3049

***

C22H35O3Pt | ωB97M-V/def2-TZVPD

Element x y z (Å)
O 1.45092 -2.94778 0.35687
C 1.67748 -3.30260 -1.02717
C 1.66303 -4.79909 -0.77973
H 2.64055 -2.91808 -1.34133
H 0.89884 -2.92370 -1.68055
C 1.47719 -4.34532 0.72679
H 2.60522 -5.30568 -0.98520
H 0.81959 -5.32310 -1.21720
C 2.63077 -4.54914 1.71227
H 3.54267 -4.04746 1.32536
H 2.84279 -5.61744 1.89076
H 2.28354 -4.07027 2.63538
C 0.13986 -4.63584 1.33756
H -0.66332 -4.46498 0.62934
H -0.00987 -3.96518 2.18995
H 0.05344 -5.65999 1.64936
Pt -0.97743 1.41893 0.15602
C -3.57108 -0.30919 -0.88800
C -2.81401 0.70937 -1.50239
C -1.40537 0.24014 -1.60157
H -3.19206 1.59445 -2.00030
C -1.40940 -1.08669 -0.97136
C -2.70337 -1.38196 -0.53955
H -3.04610 -2.27619 -0.02740
H -4.64042 -0.29197 -0.69132
H -0.72709 0.51801 -2.39988
H -0.53869 -1.72627 -0.94820
C -2.40898 1.02823 2.27011
C -1.98905 -0.31289 2.22865
C -0.58074 -0.36339 2.02243
H -2.64192 -1.16560 2.39991
C -0.05662 0.94587 2.24945
C -1.20094 1.88185 2.24353
H -1.12576 2.94889 2.44680
H -3.43696 1.37870 2.41725
H -0.04270 -1.28021 1.82565
H 0.93709 1.25407 2.55092
O 1.43242 1.15098 0.17569
C 2.63098 0.31379 0.33775
C 3.79385 1.04733 -0.32174
H 2.46277 -0.68710 -0.09817
H 2.87592 0.17352 1.40340
C 3.26158 2.33492 -0.93991
H 4.29874 0.38884 -1.02108
H 4.51896 1.32651 0.44059
C 1.77470 2.31334 -0.62101
H 3.33772 2.35655 -2.03083
H 3.73644 3.24218 -0.54256
H 1.19238 2.18250 -1.54270
H 1.43896 3.21154 -0.08870
C -1.73262 4.33823 -2.48881
C -1.63647 4.20262 -0.97675
C -2.92911 3.94376 -0.25268
O -0.64207 3.28403 -0.62769
H -1.98676 3.39147 -2.95058
H -0.79390 4.69549 -2.91412
H -2.48759 5.06005 -2.78756
H -1.27399 5.19710 -0.65635
H -3.19712 2.88891 -0.24116
H -2.83644 4.26005 0.78125
H -3.72046 4.53485 -0.69946

Summary:
M (g mol⁻¹): 542.60
Charge: -1
Highest occupied orbital energy (alpha / beta) (eV): -2.07 / -2.72
2S+1: 3
Frontier orbital gap (alpha / beta) (eV): 4.698 / 5.339
ΔE to the lowest compared entry with this formula, charge and spin (kcal per mole): 0.0

Here are the natural (NBO) charges for atoms 1 to 5, given in e:
1. O -0.5463
2. C -0.0632
3. C -0.4624
4. H 0.1654
5. H 0.1950